Record 1
Entry from the Open Molecules 2025 dataset: a 2-piece molecular cluster, C3H5N2 overall (ωB97M-V/def2-TZVPD).

Last columns: bonded neighbours and bond lengths (Å).
Geometry (Å):
1 C -0.15 1.06 -0.52  C2 1.538, C3 1.588, H6 1.059
2 C -0.61 -0.06 0.43  C1 1.538, C3 1.548, N4 1.511, N5 1.458
3 C 0.84 -0.11 -0.12  C1 1.588, C2 1.548, N4 1.398, N5 1.575
4 N 0.63 -0.37 1.24  C2 1.511, C3 1.398, H8 1.019
5 N -0.28 -1.17 -0.46  C2 1.458, C3 1.575, H9 1.051, H10 1.088
6 H -0.37 1.39 -1.50  C1 1.059
7 H 0.11 2.32 0.52  no bonds
8 H 0.89 0.18 2.06  N4 1.019
9 H -0.23 -2.20 -0.27  N5 1.051
10 H -0.84 -1.04 -1.38  N5 1.088

Values from the calculation:
**Calculated total energy**: -226.275119 Ha
**Energy above the lowest of the compared OMol25 structures with the same formula, charge and spin**: 199.1 kcal/mol
**Lowest unoccupied orbital energy**: -5.00 eV
**Charge**: +1
**HOMO level**: -15.99 eV

Record 2
Entry from the Open Molecules 2025 dataset: a 2-piece molecular cluster, C3H5N2 overall (ωB97M-V/def2-TZVPD).

Last columns: bonded neighbours and bond lengths (Å).
Geometry (Å):
1 C 1.16 0.04 0.00  C2 1.534, C3 1.465, H6 1.167
2 C -0.14 -0.10 0.80  C1 1.534, C3 1.592, N4 1.387, N5 1.592
3 C -0.07 -0.05 -0.79  C1 1.465, C2 1.592, N4 1.451, N5 1.579
4 N -0.83 -0.99 0.01  C2 1.387, C3 1.451, H8 1.052
5 N -0.91 1.04 0.00  C2 1.592, C3 1.579, H9 1.026, H10 1.009
6 H 1.96 0.89 -0.04  C1 1.167
7 H 1.93 -1.54 -0.20  no bonds
8 H -0.62 -2.02 -0.10  N4 1.052
9 H -1.88 0.75 0.14  N5 1.026
10 H -0.60 1.98 0.17  N5 1.009

Values from the calculation:
**Calculated total energy**: -226.263290 Ha
**Energy above the lowest of the compared OMol25 structures with the same formula, charge and spin**: 206.5 kcal/mol
**Lowest unoccupied orbital energy**: -5.32 eV
**Charge**: +1
**HOMO level**: -16.01 eV

Record 3
Entry from the Open Molecules 2025 dataset: a 2-piece molecular cluster, C3H5N2 overall (ωB97M-V/def2-TZVPD).

Last columns: bonded neighbours and bond lengths (Å).
Geometry (Å):
1 C -1.48 -0.51 0.15  C2 1.510, N4 1.240
2 C -0.12 -1.17 0.07  C1 1.510, N5 1.398, H6 1.140, H7 1.088
3 C -0.01 1.07 -0.05  N4 1.457, N5 1.371, H8 1.091
4 N -1.42 0.73 0.10  C1 1.240, C3 1.457
5 N 0.72 -0.08 -0.16  C2 1.398, C3 1.371, H10 0.998
6 H 0.30 -1.74 0.96  C2 1.140
7 H 0.01 -1.76 -0.84  C2 1.088
8 H 0.02 1.75 -0.90  C3 1.091
9 H 0.36 1.99 1.21  no bonds
10 H 1.62 -0.28 -0.54  N5 0.998

Values from the calculation:
**Calculated total energy**: -226.321697 Ha
**Energy above the lowest of the compared OMol25 structures with the same formula, charge and spin**: 169.9 kcal/mol
**Lowest unoccupied orbital energy (alpha / beta)**: -6.20 / -8.44 eV
**Charge**: +1
**HOMO level (alpha / beta)**: -15.94 / -15.06 eV

Record 4
Entry from the Open Molecules 2025 dataset: an isolated ion of composition C3H5N2 and charge +1 (ωB97M-V/def2-TZVPD).

Last columns: bonded neighbours and bond lengths (Å).
Geometry (Å):
1 C -0.80 -0.31 0.74  C4 1.466, N5 1.247, H6 1.102
2 C 0.71 0.28 -0.83  N3 1.256, C4 1.468, H7 1.099
3 N 1.94 0.03 -0.69  C2 1.256, H8 1.019
4 C -0.26 -0.78 -0.54  C1 1.466, C2 1.468, H9 1.088
5 N -1.65 0.59 0.76  C1 1.247, H10 1.018
6 H -0.36 -0.88 1.58  C1 1.102
7 H 0.19 1.21 -1.10  C2 1.099
8 H 2.52 0.87 -0.64  N3 1.019
9 H -0.07 -1.80 -0.87  C4 1.088
10 H -2.22 0.80 1.58  N5 1.018

Values from the calculation:
**Calculated total energy**: -226.370731 Ha
**Energy above the lowest of the compared OMol25 structures with the same formula, charge and spin**: 139.1 kcal/mol
**Lowest unoccupied orbital energy**: -8.71 eV
**Charge**: +1
**HOMO level**: -15.78 eV

Record 5
Entry from the Open Molecules 2025 dataset: an isolated ion of composition C3H5N2O and charge +1 (ωB97M-V/def2-TZVPD).

Last columns: bonded neighbours and bond lengths (Å).
Geometry (Å):
1 C 1.32 0.45 -1.13  N2 1.239, H7 1.104, H8 1.052
2 N 0.47 0.02 -0.33  C1 1.239, C3 1.629, C5 1.536
3 C -0.39 0.68 0.89  N2 1.629, N4 1.419, H9 1.111, H10 1.203
4 N -1.18 -0.49 0.71  C3 1.419, C5 1.302, H11 1.027
5 C -0.60 -1.09 -0.29  N2 1.536, N4 1.302, O6 1.170
6 O -0.68 -2.05 -0.94  C5 1.170
7 H 1.94 1.34 -0.94  C1 1.104
8 H 1.72 -0.33 -1.71  C1 1.052
9 H -0.77 1.64 0.46  C3 1.111
10 H 0.15 0.52 1.95  C3 1.203
11 H -1.98 -0.69 1.32  N4 1.027

Values from the calculation:
**Calculated total energy**: -301.725957 Ha
**SMILES**: C=[N+]1CNC1=O
**Energy above the lowest of the compared OMol25 structures with the same formula, charge and spin**: 64.8 kcal/mol
**Lowest unoccupied orbital energy**: -5.62 eV
**Charge**: +1
**HOMO level**: -15.82 eV

Record 6
Entry from the Open Molecules 2025 dataset: an isolated ion of composition C3H5N2O and charge +1 (ωB97M-V/def2-TZVPD).

Last columns: bonded neighbours and bond lengths (Å).
Geometry (Å):
1 C 1.45 -0.01 0.27  N4 1.266, N5 1.205
2 C -0.75 0.92 -0.13  N4 1.492, O6 1.407, H7 1.105, H8 1.070
3 C -0.68 -1.44 -0.03  O6 1.297, H9 1.111
4 N 0.71 1.01 0.20  C1 1.266, C2 1.492, H10 0.993
5 N 1.48 -1.18 -0.01  C1 1.205, H11 1.110
6 O -1.13 -0.31 0.43  C2 1.407, C3 1.297
7 H -1.22 1.72 0.46  C2 1.105
8 H -0.69 1.05 -1.19  C2 1.070
9 H -1.04 -2.31 0.56  C3 1.111
10 H 0.84 1.99 0.25  N4 0.993
11 H 2.20 -1.99 0.27  N5 1.110

Values from the calculation:
**Calculated total energy**: -301.582781 Ha
**Energy above the lowest of the compared OMol25 structures with the same formula, charge and spin**: 154.7 kcal/mol
**Lowest unoccupied orbital energy (alpha / beta)**: -5.73 / -5.97 eV
**Charge**: +1
**HOMO level (alpha / beta)**: -13.97 / -13.20 eV

Record 7
Entry from the Open Molecules 2025 dataset: an isolated ion of composition C3H5N2O and charge +1 (ωB97M-V/def2-TZVPD).

Last columns: bonded neighbours and bond lengths (Å).
Geometry (Å):
1 C -0.22 -1.99 0.06  C2 1.456, N4 1.275, H7 0.999
2 C -0.73 -0.65 0.25  C1 1.456, N5 1.320, H8 1.102
3 C 0.23 1.68 -0.05  N5 1.434, H9 1.118, H10 1.171, H11 1.120
4 N 1.04 -2.00 -0.12  C1 1.275, O6 1.711
5 N 0.20 0.24 -0.04  C2 1.320, C3 1.434, O6 1.316
6 O 1.35 -0.33 -0.32  N4 1.711, N5 1.316
7 H -0.73 -2.85 -0.02  C1 0.999
8 H -1.75 -0.38 0.58  C2 1.102
9 H -0.63 2.02 0.57  C3 1.118
10 H 1.23 2.24 0.19  C3 1.171
11 H 0.00 2.02 -1.09  C3 1.120

Values from the calculation:
**Calculated total energy**: -301.514593 Ha
**Energy above the lowest of the compared OMol25 structures with the same formula, charge and spin**: 61.5 kcal/mol
**Lowest unoccupied orbital energy (alpha / beta)**: -5.55 / -9.22 eV
**Charge**: +1
**Spin multiplicity**: 3
**HOMO level (alpha / beta)**: -13.32 / -17.36 eV

Record 8
Entry from the Open Molecules 2025 dataset: an isolated ion of composition C3H5N2O3 and charge +1 (ωB97M-V/def2-TZVPD).

Last columns: bonded neighbours and bond lengths (Å).
Geometry (Å):
1 O -3.23 -0.81 2.48  N2 1.183
2 N -3.07 -1.28 1.41  O1 1.183, O3 1.184, C4 1.592
3 O -3.69 -2.11 0.82  N2 1.184
4 C -1.78 -0.65 0.73  N2 1.592, N5 1.256, O8 1.603
5 N -0.77 -0.03 1.17  C4 1.256, C6 1.475, H9 1.069
6 C 0.28 0.23 0.17  N5 1.475, C7 1.481, H10 1.044, H11 1.021
7 C -0.14 -0.53 -1.04  C6 1.481, O8 1.464, H12 1.055, H13 1.036
8 O -1.56 -0.81 -0.85  C4 1.603, C7 1.464
9 H -0.55 0.18 2.19  N5 1.069
10 H 1.14 -0.27 0.50  C6 1.044
11 H 0.46 1.23 0.10  C6 1.021
12 H -0.16 -0.12 -2.01  C7 1.055
13 H 0.34 -1.45 -1.11  C7 1.036

Values from the calculation:
**Calculated total energy**: -452.067365 Ha
**SMILES**: O=[N+]([O-])C1=[NH+]CCO1
**Energy above the lowest of the compared OMol25 structures with the same formula, charge and spin**: 116.2 kcal/mol
**Lowest unoccupied orbital energy**: -6.29 eV
**Charge**: +1
**HOMO level**: -16.27 eV

Record 9
Entry from the Open Molecules 2025 dataset: an isolated ion of composition C3H5N2O4 and charge -1 (ωB97M-V/def2-TZVPD).

Last columns: bonded neighbours and bond lengths (Å).
Geometry (Å):
1 O -2.17 0.25 -1.35  C2 1.205
2 C -1.86 0.00 -0.21  O1 1.205, O3 1.278, C4 1.501
3 O -2.64 -0.49 0.67  C2 1.278
4 C -0.41 -0.17 0.12  C2 1.501, O5 1.316, C6 1.549, O9 1.707
5 O -0.38 -1.10 1.05  C4 1.316, H10 1.166
6 C 0.67 -0.09 -0.99  C4 1.549, N7 1.448, H11 1.047, H12 1.166
7 N 1.85 0.53 -0.43  C6 1.448, N8 1.504, H13 1.039
8 N 1.35 1.11 0.87  N7 1.504, O9 1.371, H14 0.955
9 O -0.01 1.33 0.82  C4 1.707, N8 1.371
10 H -1.52 -1.04 1.30  O5 1.166
11 H 0.93 -1.06 -1.26  C6 1.047
12 H 0.26 0.67 -1.78  C6 1.166
13 H 2.47 -0.26 -0.20  N7 1.039
14 H 1.47 0.32 1.38  N8 0.955

Values from the calculation:
**Calculated total energy**: -527.733426 Ha
**SMILES**: O=C([O-])[C@@]1(O)CNNO1
**Energy above the lowest of the compared OMol25 structures with the same formula, charge and spin**: 80.7 kcal/mol
**Lowest unoccupied orbital energy**: 3.98 eV
**Charge**: -1
**HOMO level**: -4.56 eV

Record 10
Entry from the Open Molecules 2025 dataset: a single C3H5N2P molecule (ωB97M-V/def2-TZVPD).

Last columns: bonded neighbours and bond lengths (Å).
Geometry (Å):
1 C -1.62 0.00 0.03  C2 1.445, H7 1.076, H8 1.225, H9 1.064
2 C -0.18 0.09 0.02  C1 1.445, C3 1.444, N6 1.261
3 C 0.67 -1.07 -0.13  C2 1.444, P4 1.729, H10 1.142
4 P 2.33 -0.59 -0.05  C3 1.729, N5 1.648
5 N 1.87 0.99 -0.05  P4 1.648, N6 1.558, H11 0.997
6 N 0.35 1.23 0.17  C2 1.261, N5 1.558
7 H -1.78 -1.00 0.37  C1 1.076
8 H -2.02 -0.03 -1.13  C1 1.225
9 H -2.26 0.74 0.45  C1 1.064
10 H 0.30 -2.14 -0.03  C3 1.142
11 H 2.35 1.77 0.35  N5 0.997

Values from the calculation:
**Calculated total energy**: -568.123968 Ha
**SMILES**: Cc1cp[nH]n1
**Energy above the lowest of the compared OMol25 structures with the same formula, charge and spin**: 20.4 kcal/mol
**Lowest unoccupied orbital energy**: 0.40 eV
**HOMO level**: -9.06 eV